Entry from the Open Molecules 2025 dataset: the molecule C4H8N2O2 in a non-equilibrium geometry (ωB97M-V/def2-TZVPD).

**Structure (SMILES)**: C=NC(=O)[C@@H](C)NO
**Gap between HOMO and LUMO**: 10.2 eV
**Energy relative to the best compared isomer or geometry (same formula, charge and spin)**: 94.3 kcal/mol
**Calculated total energy**: -417.1056 Ha
**LUMO energy**: 0.032 Eh

CARTESIAN COORDINATES (ANGSTROEM)
O (-0.584, -1.828, 0.812)
O (2.883, -0.016, -0.331)
N (1.626, -0.652, -0.568)
N (-1.935, -0.051, -0.054)
C (0.654, 1.106, 1.085)
C (-0.648, -0.805, 0.201)
C (0.390, 0.209, -0.122)
C (-2.893, -0.391, -0.776)
H (1.711, -1.517, -0.032)
H (-3.824, 0.167, -0.713)
H (0.839, 0.499, 1.969)
H (-2.872, -1.286, -1.405)
H (3.202, 0.284, -1.192)
H (-0.205, 1.747, 1.268)
H (1.510, 1.742, 0.870)
H (0.144, 0.791, -1.014)